Here is a 14-piece molecular cluster, C28H84O28 overall in a non-equilibrium geometry from the OMol25 dataset. Energies are from the ωB97M-V functional and the def2-TZVPD basis.

Last column: Löwdin charge in e.
CARTESIAN COORDINATES (ANGSTROEM)
C  0.83  2.11  -3.46  -0.184
C  0.79  2.98  -2.18  -0.206
O  1.11  4.35  -2.45  -0.063
O  2.18  2.07  -3.89  -0.078
H  0.30  2.57  -4.29  0.116
H  0.51  1.08  -3.32  0.105
H  1.38  2.58  -1.36  0.115
H  -0.19  2.96  -1.69  0.102
H  1.30  4.76  -1.60  0.091
H  2.57  2.94  -4.02  0.105
C  4.78  -1.76  4.14  -0.249
C  4.46  -1.14  5.54  -0.212
O  4.10  0.25  5.45  -0.067
O  3.71  -1.47  3.31  -0.093
H  5.13  -2.79  4.08  0.115
H  5.56  -1.14  3.71  0.091
H  5.29  -1.39  6.20  0.111
H  3.62  -1.72  5.90  0.109
H  3.22  0.28  5.05  0.026
H  3.85  -1.67  2.38  0.020
C  0.56  -2.14  -3.69  -0.211
C  1.09  -2.23  -5.13  -0.222
O  2.41  -2.69  -4.97  -0.062
O  -0.80  -1.71  -3.62  -0.078
H  1.13  -1.40  -3.14  0.099
H  0.59  -3.10  -3.18  0.115
H  0.95  -1.24  -5.55  0.119
H  0.50  -2.99  -5.65  0.126
H  2.91  -1.90  -4.74  0.021
H  -1.30  -2.26  -3.02  0.096
C  -0.86  -0.58  0.94  -0.149
C  0.70  -0.30  0.72  -0.201
O  1.11  -0.84  -0.49  -0.085
O  -1.65  0.26  0.08  -0.076
H  -1.10  -0.10  1.89  0.102
H  -1.10  -1.63  0.84  0.115
H  1.30  -0.72  1.53  0.107
H  0.92  0.76  0.80  0.116
H  0.80  -1.75  -0.49  0.040
H  -1.64  -0.12  -0.81  0.062
C  4.39  -1.28  -2.64  -0.161
C  4.77  -0.31  -3.77  -0.210
O  3.65  -0.21  -4.59  -0.079
O  3.62  -0.60  -1.60  -0.101
H  5.27  -1.71  -2.17  0.120
H  3.80  -2.11  -3.03  0.108
H  5.65  -0.58  -4.34  0.126
H  4.90  0.71  -3.43  0.128
H  3.19  0.57  -4.27  0.045
H  2.68  -0.78  -1.61  0.045
C  1.92  -3.75  0.61  -0.192
C  3.41  -3.59  0.41  -0.178
O  3.86  -2.25  0.70  -0.080
O  1.24  -3.51  -0.66  -0.098
H  1.58  -3.10  1.41  0.122
H  1.73  -4.77  0.96  0.122
H  3.57  -3.99  -0.60  0.122
H  3.94  -4.25  1.09  0.128
H  3.46  -1.66  0.05  0.048
H  1.51  -4.25  -1.20  0.092
C  -3.27  0.33  5.55  -0.208
C  -1.92  -0.45  5.32  -0.175
O  -1.07  0.18  4.37  -0.090
O  -3.01  1.70  5.94  -0.066
H  -3.88  -0.20  6.28  0.112
H  -3.88  0.37  4.65  0.091
H  -1.96  -1.52  5.14  0.117
H  -1.54  -0.37  6.34  0.114
H  -1.23  1.12  4.44  0.047
H  -3.83  2.18  5.82  0.080
C  1.01  3.25  4.61  -0.180
C  1.80  2.21  3.76  -0.206
O  1.58  0.94  4.33  -0.081
O  -0.43  3.12  4.47  -0.083
H  1.19  4.26  4.22  0.112
H  1.32  3.24  5.65  0.124
H  2.87  2.41  3.77  0.116
H  1.48  2.26  2.72  0.108
H  0.68  0.62  4.22  0.043
H  -0.79  3.72  3.81  0.086
C  6.04  0.35  1.04  -0.190
C  4.66  1.03  1.15  -0.260
O  4.13  1.64  0.02  -0.063
O  7.12  1.15  0.50  -0.072
H  5.80  -0.36  0.25  0.101
H  6.45  -0.08  1.95  0.113
H  4.64  1.82  1.91  0.115
H  3.92  0.32  1.52  0.092
H  4.30  1.07  -0.74  0.047
H  7.51  1.66  1.21  0.076
C  -2.22  4.75  -3.09  -0.245
C  -3.37  3.87  -2.48  -0.194
O  -2.91  2.78  -1.71  -0.103
O  -2.78  5.86  -3.73  -0.055
H  -1.58  4.14  -3.72  0.105
H  -1.54  5.22  -2.39  0.114
H  -4.02  3.50  -3.27  0.116
H  -3.97  4.48  -1.81  0.116
H  -2.71  1.96  -2.14  0.033
H  -2.22  5.97  -4.50  0.088
C  -1.95  -4.43  2.96  -0.241
C  -2.36  -5.57  1.99  -0.229
O  -2.96  -6.71  2.59  -0.069
O  -1.46  -4.91  4.21  -0.048
H  -2.69  -3.63  2.98  0.107
H  -1.17  -3.82  2.52  0.098
H  -1.58  -6.04  1.39  0.111
H  -2.98  -5.23  1.15  0.107
H  -3.75  -6.50  3.09  0.082
H  -2.17  -5.36  4.67  0.080
C  -5.56  -0.31  -1.70  -0.237
C  -4.97  -1.63  -1.61  -0.280
O  -4.49  -2.18  -2.80  -0.053
O  -6.90  -0.39  -2.21  -0.051
H  -4.94  0.36  -2.30  0.113
H  -5.58  0.10  -0.69  0.127
H  -5.73  -2.31  -1.22  0.132
H  -4.08  -1.52  -0.99  0.122
H  -5.16  -2.12  -3.47  0.079
H  -6.94  -0.91  -3.02  0.070
C  -2.81  0.51  -4.59  -0.154
C  -1.95  0.82  -5.86  -0.213
O  -2.12  2.16  -6.30  -0.072
O  -2.01  0.81  -3.37  -0.119
H  -2.97  -0.57  -4.58  0.093
H  -3.81  0.94  -4.60  0.117
H  -2.35  0.19  -6.65  0.114
H  -0.88  0.65  -5.70  0.111
H  -3.06  2.36  -6.34  0.081
H  -1.34  0.12  -3.41  0.026
C  -4.11  2.18  2.51  -0.262
C  -4.52  3.40  1.63  -0.229
O  -3.38  3.75  0.92  -0.072
O  -4.14  1.06  1.74  -0.061
H  -4.70  2.06  3.42  0.102
H  -3.07  2.29  2.85  0.111
H  -4.77  4.24  2.27  0.107
H  -5.32  3.27  0.90  0.125
H  -3.42  3.54  -0.02  0.031
H  -3.36  1.07  1.19  0.052

Properties
**Net charge**: 0
**Molecular weight**: 869.0 g mol⁻¹
**Energy above the lowest of the compared OMol25 structures with the same formula, charge and spin**: 85.92 kcal per mole

Here is a 14-piece molecular cluster, C28H84O28 overall in a non-equilibrium geometry from the OMol25 dataset. Energies are from the ωB97M-V functional and the def2-TZVPD basis.

Last column: Löwdin charge in e.
CARTESIAN COORDINATES (ANGSTROEM)
C  -1.91  -4.38  -0.33  -0.254
C  -1.61  -4.41  -1.81  -0.215
O  -0.73  -5.50  -2.07  -0.071
O  -0.79  -4.64  0.41  -0.060
H  -2.65  -5.19  -0.18  0.137
H  -2.29  -3.41  0.00  0.112
H  -1.17  -3.48  -2.11  0.075
H  -2.54  -4.50  -2.37  0.128
H  0.16  -5.13  -2.29  0.051
H  -0.15  -5.08  -0.17  0.102
C  0.72  -3.40  3.68  -0.207
C  0.38  -4.86  3.45  -0.164
O  -1.02  -5.03  2.99  -0.109
O  0.45  -2.51  2.58  -0.088
H  1.70  -3.28  4.09  0.111
H  0.04  -3.15  4.52  0.120
H  0.53  -5.45  4.34  0.119
H  1.06  -5.29  2.70  0.117
H  -1.07  -5.00  2.02  0.032
H  1.14  -2.61  1.92  0.069
C  -0.20  1.36  -4.10  -0.225
C  -0.53  0.93  -5.55  -0.180
O  -1.67  0.05  -5.50  -0.084
O  -1.24  2.11  -3.49  -0.062
H  0.75  1.91  -4.13  0.122
H  0.01  0.43  -3.50  0.093
H  0.34  0.33  -5.83  0.121
H  -0.80  1.71  -6.20  0.111
H  -2.43  0.57  -5.80  0.095
H  -2.06  1.66  -3.69  0.030
C  4.25  0.74  -4.09  -0.250
C  3.83  0.38  -2.68  -0.221
O  4.70  1.00  -1.73  -0.082
O  4.08  2.11  -4.36  -0.065
H  3.61  0.29  -4.86  0.123
H  5.27  0.42  -4.37  0.125
H  3.86  -0.75  -2.52  0.125
H  2.85  0.74  -2.50  0.085
H  4.20  1.49  -1.04  0.074
H  4.60  2.63  -3.75  0.080
C  -4.13  0.83  0.80  -0.239
C  -4.48  0.82  2.31  -0.217
O  -5.73  0.17  2.50  -0.058
O  -5.21  1.43  0.08  -0.084
H  -4.00  -0.17  0.38  0.098
H  -3.17  1.34  0.69  0.099
H  -4.56  1.88  2.56  0.122
H  -3.66  0.34  2.89  0.098
H  -6.31  0.89  2.27  0.069
H  -5.06  2.39  0.14  0.077
C  0.93  -2.25  -3.71  -0.241
C  1.88  -2.92  -2.79  -0.210
O  1.68  -4.35  -2.71  -0.067
O  1.11  -2.79  -5.03  -0.048
H  1.30  -1.20  -3.75  0.104
H  -0.10  -2.33  -3.36  0.102
H  1.72  -2.51  -1.77  0.126
H  2.88  -2.73  -3.10  0.105
H  2.24  -4.74  -3.40  0.105
H  0.24  -3.09  -5.32  0.100
C  -3.67  -2.87  4.39  -0.188
C  -3.71  -2.89  2.88  -0.209
O  -2.53  -2.32  2.31  -0.104
O  -2.56  -3.71  4.90  -0.103
H  -4.58  -3.28  4.84  0.112
H  -3.60  -1.82  4.76  0.125
H  -4.53  -2.19  2.61  0.115
H  -3.96  -3.91  2.50  0.141
H  -1.77  -2.91  2.51  0.069
H  -2.29  -4.30  4.18  0.030
C  2.18  5.12  -0.30  -0.148
C  2.24  3.87  -1.20  -0.196
O  2.74  2.75  -0.51  -0.098
O  1.24  5.08  0.83  -0.078
H  1.85  5.99  -0.88  0.132
H  3.18  5.28  0.05  0.099
H  2.91  3.98  -2.09  0.136
H  1.22  3.68  -1.57  0.099
H  2.00  2.16  -0.33  0.032
H  1.34  4.34  1.44  0.070
C  5.05  -1.61  1.03  -0.280
C  3.76  -0.99  1.64  -0.238
O  2.81  -0.75  0.64  -0.062
O  5.87  -0.74  0.36  -0.044
H  4.72  -2.50  0.41  0.126
H  5.68  -2.09  1.82  0.128
H  4.09  -0.10  2.21  0.116
H  3.42  -1.74  2.37  0.103
H  2.31  0.02  0.92  0.058
H  5.45  -0.37  -0.42  0.048
C  4.75  3.16  2.64  -0.239
C  3.64  3.74  3.56  -0.206
O  2.35  3.27  3.19  -0.104
O  4.71  3.70  1.35  -0.061
H  4.53  2.06  2.62  0.109
H  5.71  3.30  3.16  0.126
H  3.63  4.83  3.47  0.125
H  3.92  3.46  4.60  0.125
H  2.32  2.33  3.35  0.047
H  3.92  3.33  0.90  0.046
C  -1.28  3.98  -0.96  -0.195
C  -2.80  3.68  -1.19  -0.191
O  -3.60  3.99  -0.02  -0.093
O  -1.27  5.20  -0.18  -0.097
H  -0.67  4.13  -1.86  0.099
H  -0.81  3.20  -0.38  0.094
H  -3.07  2.66  -1.47  0.081
H  -3.10  4.32  -2.02  0.115
H  -3.01  4.51  0.56  0.085
H  -0.39  5.27  0.26  0.043
C  0.27  0.35  4.22  -0.185
C  -0.79  1.38  3.84  -0.174
O  -0.31  2.21  2.74  -0.085
O  1.51  0.99  4.64  -0.077
H  0.50  -0.17  3.29  0.099
H  -0.01  -0.36  5.00  0.125
H  -1.05  2.00  4.70  0.120
H  -1.67  0.82  3.47  0.099
H  0.43  2.76  3.05  0.058
H  1.35  1.41  5.47  0.084
C  -0.48  -0.83  0.19  -0.168
C  0.19  0.28  -0.59  -0.177
O  0.78  1.22  0.34  -0.110
O  -1.29  -0.21  1.24  -0.103
H  0.23  -1.49  0.75  0.098
H  -1.05  -1.40  -0.54  0.103
H  -0.48  0.81  -1.27  0.107
H  0.99  -0.13  -1.23  0.107
H  0.08  1.43  0.99  0.069
H  -1.80  -0.97  1.66  0.051
C  -3.46  -0.62  -2.18  -0.222
C  -4.61  0.18  -2.81  -0.221
O  -4.02  1.27  -3.45  -0.073
O  -2.56  -1.25  -3.10  -0.083
H  -3.87  -1.41  -1.54  0.122
H  -2.90  0.05  -1.53  0.088
H  -5.18  0.54  -1.93  0.112
H  -5.31  -0.40  -3.45  0.132
H  -4.48  2.10  -3.31  0.102
H  -2.60  -0.68  -3.89  0.043

Properties
**Net charge**: 0
**Molecular weight**: 869.0 g mol⁻¹
**Energy above the lowest of the compared OMol25 structures with the same formula, charge and spin**: 3.29 kcal per mole

no.,HOMO energy (eV)
1,-9.3
2,-9.8